1:
The following is a DFT calculation (the ωB97M-V functional and the def2-TZVPD basis) of one molecule with the formula C23H32N2O3.

Properties
- orbital gap (eV) = 9.0
- E_LUMO (eV) = 0.545
- SMILES = CCCc1ccc2oc(C(=O)N3CCC(N4CCC[C@H](O)C4)CC3)c(C)c2c1

CARTESIAN COORDINATES (ANGSTROEM)
C  -8.12704  -0.40812  0.77505
C  -7.81765  -0.63390  -0.69896
H  -7.51387  0.31127  -1.15364
H  -8.71935  -0.97784  -1.21066
C  -6.70480  -1.67049  -0.90566
C  -5.39642  -1.19049  -0.34251
C  -4.64515  -0.26431  -1.04082
C  -3.45634  0.19784  -0.48244
C  -3.04129  -0.28083  0.77348
C  -3.78306  -1.21087  1.48353
C  -4.95646  -1.65073  0.90580
H  -5.55845  -2.37668  1.43218
H  -3.45297  -1.57068  2.44499
O  -1.86698  0.28658  1.12914
C  -1.51863  1.14124  0.11055
C  -2.45289  1.13545  -0.89074
C  -2.45484  1.90817  -2.15856
H  -2.40214  1.23110  -3.01128
H  -3.37781  2.48047  -2.23939
H  -1.61291  2.59245  -2.17995
C  -0.31827  1.99632  0.20641
O  -0.29773  3.07530  -0.37206
N  0.72549  1.58384  0.96735
C  0.99144  0.24845  1.44357
H  0.11544  -0.38325  1.32439
C  2.17527  -0.35417  0.68420
H  1.92763  -0.43084  -0.37627
H  2.36229  -1.36036  1.05883
C  3.42941  0.52163  0.82575
N  4.52876  -0.13698  0.11316
C  5.18622  -1.12424  0.95476
H  4.43159  -1.69862  1.49439
C  5.98881  -2.08091  0.06763
O  5.12372  -2.76810  -0.80215
H  4.52549  -2.10262  -1.16820
C  7.05929  -1.28372  -0.68872
C  6.40538  -0.12913  -1.44042
C  5.53286  0.71084  -0.50721
H  5.04091  1.48108  -1.09967
H  6.17244  1.20322  0.24823
H  7.16923  0.50793  -1.88919
H  5.78364  -0.52573  -2.24519
H  7.57932  -1.94285  -1.38477
H  7.78456  -0.90027  0.03148
H  6.46595  -2.85134  0.68368
H  5.85620  -0.65063  1.69462
C  3.07347  1.91980  0.31810
H  3.90582  2.61052  0.45528
H  2.81715  1.87767  -0.74171
C  1.87136  2.45802  1.09593
H  1.58419  3.43882  0.71353
H  2.12365  2.54290  2.15925
H  3.68206  0.61464  1.89883
H  1.23129  0.30509  2.51267
H  -4.97114  0.09631  -2.00492
H  -6.99545  -2.60694  -0.42618
H  -6.59349  -1.85669  -1.97634
H  -8.92157  0.32584  0.88829
H  -7.24531  -0.04483  1.29805
H  -8.44833  -1.33563  1.24446



2:
The following is a DFT calculation (the ωB97M-V functional and the def2-TZVPD basis) of one molecule with the formula C23H32N2O3.

Properties
- orbital gap (eV) = 8.8
- E_LUMO (eV) = 0.754
- SMILES = COc1ccc(CN2CCN(CCCc3ccccc3)[C@@H](CCO)C2)c(O)c1

CARTESIAN COORDINATES (ANGSTROEM)
C  7.63110  1.55359  -0.93017
H  7.26538  1.12191  -1.86758
O  6.69604  2.44333  -0.37186
C  5.47666  1.95693  -0.00677
C  5.07469  0.63856  -0.16254
C  3.80652  0.24092  0.24713
C  2.92431  1.15845  0.82592
C  3.33904  2.47527  0.95878
C  4.59252  2.88021  0.55144
H  4.91268  3.90353  0.65882
H  2.66549  3.19642  1.39923
C  1.58413  0.69661  1.34555
N  0.95343  -0.23938  0.42079
C  0.40627  0.42060  -0.75124
C  -0.02652  -0.64153  -1.77029
N  -0.90587  -1.66184  -1.24144
C  -2.32067  -1.50889  -1.47201
C  -3.05577  -0.39441  -0.70980
H  -2.96958  -0.56046  0.36599
H  -2.60685  0.57326  -0.94231
C  -4.54056  -0.35706  -1.08777
C  -5.24554  0.72669  -0.32428
C  -5.30386  2.02149  -0.82422
C  -5.91658  3.03060  -0.10306
C  -6.47830  2.75824  1.13260
C  -6.42301  1.47209  1.64173
C  -5.80932  0.46530  0.91811
H  -5.77099  -0.53813  1.31890
H  -6.86067  1.25240  2.60483
H  -6.95881  3.54473  1.69565
H  -5.95752  4.03196  -0.50681
H  -4.86927  2.23860  -1.79014
H  -4.99106  -1.32636  -0.86325
H  -4.63220  -0.17898  -2.16150
H  -2.79172  -2.46738  -1.22944
H  -2.45421  -1.34315  -2.54637
C  -0.48226  -2.18321  0.04728
C  -0.06276  -1.07686  1.03027
H  0.34947  -1.53526  1.92995
H  -0.94587  -0.48096  1.31743
H  -1.33119  -2.71601  0.48930
C  0.64067  -3.21156  -0.19197
H  1.48413  -2.73003  -0.68640
H  0.24552  -3.96548  -0.87448
C  1.14702  -3.91545  1.07024
O  1.97376  -3.11894  1.88452
H  2.73262  -2.82016  1.36501
H  1.68616  -4.82651  0.77212
H  0.30721  -4.21107  1.70520
H  -0.51658  -0.15783  -2.61635
H  0.87788  -1.13515  -2.14542
H  1.18160  1.05257  -1.19249
H  -0.44579  1.06471  -0.47253
H  0.94021  1.56702  1.55128
H  1.73906  0.16649  2.29317
O  3.45133  -1.05532  0.06371
H  2.46961  -1.07777  0.19913
H  5.71394  -0.11270  -0.59641
H  8.52108  2.14814  -1.13102
H  7.88380  0.74726  -0.23414



The structures above, arranged from the most stable to the least stable: 1, 2.